Below is a cluster of 2 separate species, C5H14N in total at a distorted geometry, with properties calculated with ωB97M-V/def2-TZVPD.

Properties
spin multiplicity: 2
total energy: -6897.4752 eV
strongest force on any atom: 1.38 eV/Å
HOMO level (alpha / beta): -2.60 / -7.52 eV
LUMO (alpha / beta): 0.3 / 0.2 eV
frontier orbital gap (alpha / beta): 2.89 / 7.68 eV
ΔE to the lowest compared entry with this formula, charge and spin: 2.906 eV

Geometry (Å):
C -0.14258 0.84399 1.23061
C -0.94272 1.22252 0.17330
C -2.40164 0.89283 0.08882
C 1.32290 1.18830 1.31916
H -0.65286 0.36429 2.06014
H -0.46389 1.78684 -0.62969
H -2.99545 1.80967 0.02461
H -2.66115 0.27074 -0.77416
H -2.70365 0.38453 1.00502
H 1.65241 1.66162 0.39065
H 1.92588 0.29753 1.50362
H 1.51513 1.89446 2.12883
C 0.83674 -2.32877 -1.14799
N 0.82185 -0.83664 -1.02417
H -0.18740 -2.68484 -1.14065
H 1.36907 -2.60401 -2.05241
H 1.32577 -2.73306 -0.26342
H 0.18141 -0.54297 -0.23194
H 0.45963 -0.41338 -1.86864
H 1.74055 -0.47365 -0.79169